[1]
Density functional theory data (ωB97M-V/def2-TZVPD) for a molecular structure, C23H47NO2S2Si2Yb at a distorted geometry.

Atoms and positions in Å:
O (-0.5073, -1.3259, -1.3644)
O (0.4455, 0.7806, -4.6865)
C (0.0883, -2.6484, -1.7223)
C (-0.7759, -3.8681, -1.3961)
H (1.0694, -2.6770, -1.2227)
H (0.2794, -2.6025, -2.8004)
H (-1.0349, -4.0096, -0.3353)
H (-0.1781, -4.7467, -1.6859)
H (-1.7179, -3.9139, -1.9627)
C (-1.7079, -0.9444, -2.1524)
C (-1.7000, -1.4456, -3.5805)
H (-1.7426, 0.1512, -2.1155)
H (-2.5925, -1.3250, -1.6145)
H (-0.8060, -1.1580, -4.1455)
H (-2.5456, -0.9846, -4.1051)
H (-1.8331, -2.5333, -3.6248)
C (0.0551, 1.9531, -3.9567)
C (1.8712, 0.5395, -4.8069)
C (-1.1747, 2.6082, -4.5790)
H (0.8855, 2.6778, -3.9154)
H (-0.1775, 1.6864, -2.9075)
H (-1.0978, 2.7138, -5.6680)
H (-1.2992, 3.6024, -4.1418)
H (-2.0819, 2.0271, -4.3852)
C (2.2530, 0.8361, -6.2519)
H (2.0420, -0.5228, -4.5510)
H (2.4857, 1.1345, -4.1056)
H (1.5512, 0.3229, -6.9182)
H (3.2688, 0.4985, -6.4349)
H (2.1749, 1.9093, -6.4600)
H (3.2236, 2.0095, -1.5845)
Yb (-0.7302, -1.2878, 0.8729)
C (2.8855, 1.2030, -0.9699)
Si (4.0957, 0.9628, 0.4528)
H (2.7858, 0.3089, -1.6024)
H (1.8729, 1.4442, -0.6017)
C (5.3075, -0.4097, -0.0015)
C (3.2881, 0.2884, 1.9974)
C (4.8456, 2.6531, 0.8985)
C (-2.9005, -2.0063, 1.4961)
Si (-3.7326, -0.3456, 1.5318)
H (-2.7862, -2.5145, 2.4719)
H (-3.3420, -2.7561, 0.8132)
C (-5.2154, -0.3625, 0.3677)
C (-2.5818, 1.0498, 0.9301)
C (-4.3034, 0.1426, 3.2533)
H (4.4941, 3.4657, 0.2389)
H (5.9457, 2.6662, 0.8635)
H (4.5636, 2.9352, 1.9283)
H (4.9419, -1.3543, 0.4359)
H (6.3041, -0.2207, 0.4201)
H (5.4108, -0.5541, -1.0875)
H (3.0755, -0.7838, 1.8959)
H (2.3616, 0.8053, 2.2700)
H (4.0248, 0.4358, 2.7998)
H (-2.9964, 1.4829, 0.0086)
H (-1.5121, 0.8635, 0.7066)
H (-2.5794, 1.8509, 1.6846)
H (-5.0866, 0.9139, 3.2201)
H (-3.4778, 0.5326, 3.8658)
H (-4.7216, -0.7315, 3.7698)
H (-5.9792, 0.3693, 0.6673)
H (-5.6784, -1.3591, 0.3806)
H (-4.9195, -0.1368, -0.6674)
S (0.7407, -3.1191, 2.1873)
C (0.3869, -1.9948, 3.3955)
N (-0.0906, -0.7402, 3.2541)
C (-0.1984, -0.0660, 4.4623)
C (-0.6049, 1.2699, 4.6060)
C (-0.7245, 1.7959, 5.8907)
C (-0.4567, 1.0136, 7.0303)
C (-0.0270, -0.3143, 6.8845)
C (0.1226, -0.8407, 5.6027)
S (0.6723, -2.4330, 5.1006)
H (-0.8008, 1.8407, 3.6982)
H (-1.0307, 2.8265, 6.0118)
H (-0.5762, 1.4363, 8.0262)
H (0.2061, -0.9708, 7.7199)

Cartesian forces (eV/Å) of the 6 atoms listed first:
O -0.135 -0.752 -0.237
O 0.395 0.414 0.709
C -0.156 0.242 -0.385
C 0.025 -0.131 -0.009
H -0.394 0.087 0.028
H 0.057 -0.045 0.342

As for the spin multiplicity: 2. As for the energy relative to the best compared isomer or geometry (same formula, charge and spin): 0.0 kcal/mol. As for the net charge: +1. As for the HOMO energy (spin up / spin down): -10.8 / -10.8 eV. The value obtained for the LUMO energy (spin up / spin down) is -2.914 / -4.408 eV. The value obtained for the total energy is -3643.6972 hartree.

=====

[2]
Density functional theory data (ωB97M-V/def2-TZVPD) for a molecular structure, C23H48Br18NO2PS at a distorted geometry.

Atoms and positions in Å:
C (-2.2632, -1.8027, 0.5583)
C (-1.1590, -0.5974, 0.2038)
C (-0.2382, -0.9995, -1.0908)
C (-0.3330, -0.3283, 1.5928)
N (0.8901, 0.5484, 1.4601)
C (0.5705, 2.0257, 1.4928)
O (1.3285, 2.8420, 2.2681)
O (-0.5272, 2.5286, 0.6524)
P (-1.8236, 3.1587, 1.6412)
S (-3.3943, 1.9846, 1.6948)
H (-3.2318, -1.2423, 0.9238)
H (-1.8611, -2.4252, 1.4934)
H (-2.4416, -2.5371, -0.3353)
H (-1.8131, 0.3421, -0.1073)
H (-0.9328, -1.6111, -1.8329)
H (0.0090, 0.0183, -1.6631)
H (0.7372, -1.6039, -0.8268)
H (-0.0366, -1.3738, 2.0718)
H (-1.1129, 0.1476, 2.3592)
H (1.5097, 0.2779, 0.6662)
H (-2.2497, 4.4017, 0.9993)
H (-1.4325, 3.4694, 2.9965)
Br (-0.9723, 6.1222, -3.3163)
C (-1.0516, 4.1737, -3.2656)
C (-1.9947, 3.6924, -2.1871)
Br (-1.1820, 3.8426, -0.4206)
H (-0.0270, 3.8155, -3.1388)
H (-1.4154, 3.8789, -4.2550)
H (-2.2098, 2.6271, -2.3118)
H (-2.9361, 4.2477, -2.1540)
Br (-0.2799, 9.4111, -3.6762)
C (1.4772, 8.5842, -3.4905)
C (2.4955, 9.5737, -2.9728)
Br (3.0679, 10.7979, -4.3789)
H (1.7365, 8.1630, -4.4649)
H (1.3328, 7.7695, -2.7739)
H (3.4067, 9.0577, -2.6563)
H (2.1243, 10.1868, -2.1470)
Br (0.3656, -5.6383, -0.7473)
C (2.2158, -5.1864, -1.1692)
C (2.9864, -4.8161, 0.0771)
Br (2.5380, -3.0145, 0.6746)
H (2.1875, -4.3891, -1.9159)
H (2.6317, -6.0906, -1.6247)
H (4.0604, -4.7886, -0.1289)
H (2.7989, -5.4879, 0.9192)
Br (5.2363, -6.0547, -3.7089)
C (5.0417, -7.9796, -3.9587)
C (3.6627, -8.4472, -3.5539)
Br (3.4914, -8.5426, -1.6135)
H (5.8461, -8.4578, -3.3944)
H (5.2059, -8.1447, -5.0283)
H (3.4838, -9.4674, -3.9060)
H (2.8607, -7.7969, -3.9138)
Br (-4.3913, -2.8174, 3.4426)
C (-3.7145, -4.6339, 3.6617)
C (-2.6800, -4.7033, 4.7613)
Br (-0.9662, -3.9896, 4.1637)
H (-3.3360, -4.9533, 2.6877)
H (-4.5925, -5.2343, 3.9204)
H (-2.4762, -5.7434, 5.0324)
H (-2.9624, -4.1466, 5.6590)
Br (4.9174, 7.5803, -0.7888)
C (3.4405, 6.3876, -0.3395)
C (2.2754, 7.1546, 0.2422)
Br (2.6157, 7.6559, 2.0960)
H (3.8392, 5.6254, 0.3344)
H (3.1577, 5.9173, -1.2866)
H (1.3804, 6.5265, 0.2769)
H (2.0473, 8.0757, -0.3011)
Br (-2.5283, 1.7288, 4.9057)
C (-4.0052, 0.5361, 5.3550)
C (-5.1703, 1.3031, 5.9367)
Br (-4.8300, 1.8044, 7.7905)
H (-3.6065, -0.2261, 6.0289)
H (-4.2880, 0.0658, 4.4079)
H (-6.0653, 0.6750, 5.9714)
H (-5.3984, 2.2242, 5.3934)
Br (-4.4266, -4.1587, -0.8044)
C (-6.2556, -3.6789, -0.3246)
C (-6.7115, -2.4464, -1.0710)
Br (-5.9392, -0.8294, -0.3012)
H (-6.2810, -3.5637, 0.7617)
H (-6.8599, -4.5464, -0.6081)
H (-7.7938, -2.3179, -0.9762)
H (-6.4421, -2.4560, -2.1306)
Br (5.8485, -2.8897, -2.9998)
C (6.5973, -2.1246, -1.3689)
C (5.8477, -0.8795, -0.9544)
Br (6.3461, 0.6459, -2.0629)
H (7.6597, -1.9505, -1.5564)
H (6.4898, -2.9086, -0.6127)
H (6.1171, -0.5902, 0.0656)
H (4.7614, -0.9834, -1.0236)

Cartesian forces (eV/Å) of the 6 atoms listed first:
C 0.801 0.739 0.849
C -0.826 -0.966 -0.040
C -0.712 0.785 -0.273
C -1.501 -0.550 -0.297
N -1.527 2.102 -0.339
C 5.679 1.093 4.595

As for the HOMO energy: -8.3 eV. The value obtained for the LUMO energy is -0.206 eV. The value obtained for the total energy is -48181.8264 hartree.

=====

[3]
Density functional theory data (ωB97M-V/def2-TZVPD) for a molecular structure, C23H48IrNOP3Se at a distorted geometry.

Atoms and positions in Å:
Ir (-0.6124, -0.0293, -0.0040)
P (-2.8807, -0.0929, -0.4360)
P (0.0913, -2.3208, -0.2395)
P (-0.1170, 2.2454, -0.3032)
H (2.0947, -0.8690, -1.7739)
C (2.2507, 0.0530, -1.1850)
C (2.5055, 0.0676, 0.1796)
H (2.6888, -0.8472, 0.7535)
C (-3.3596, -0.1514, -2.1251)
C (-3.5698, -1.6188, 0.4026)
C (-3.6883, 1.3291, 0.3907)
C (1.7593, -2.9919, -0.2724)
C (-0.6063, -3.2197, 1.1944)
C (-0.6917, -3.0086, -1.7473)
C (1.5166, 3.0778, -0.3210)
C (-0.8209, 3.0787, 1.1930)
C (-0.9436, 2.8708, -1.7699)
H (2.0706, 0.9430, -1.8013)
H (2.5153, 0.9880, 0.7793)
H (-4.4277, -0.2404, -2.2459)
H (-2.9249, -0.9838, -2.6521)
H (-3.0520, 0.7230, -2.6698)
H (-4.6510, -1.6946, 0.2017)
H (-3.4211, -1.5769, 1.4947)
H (-3.0859, -2.5345, 0.0172)
H (-4.7753, 1.2703, 0.2269)
H (-3.3125, 2.2640, -0.0528)
H (-3.4883, 1.3269, 1.4739)
H (1.6621, -4.0316, -0.6073)
H (2.1809, -2.9882, 0.7373)
H (2.4360, -2.4709, -0.9479)
H (-0.7469, -4.2606, 0.8768)
H (-1.5567, -2.8232, 1.5662)
H (0.1280, -3.1986, 2.0079)
H (-0.1831, -3.9432, -1.9503)
H (-0.5493, -2.3456, -2.6067)
H (-1.7608, -3.1963, -1.6260)
H (1.3517, 4.1285, -0.5951)
H (2.2140, 2.6469, -1.0401)
H (1.9802, 3.0586, 0.6710)
H (-0.8514, 4.1592, 1.0053)
H (-0.1707, 2.9019, 2.0610)
H (-1.8290, 2.7334, 1.4438)
H (-0.5488, 3.8608, -1.9996)
H (-2.0217, 2.9439, -1.6436)
H (-0.7314, 2.2270, -2.6346)
C (1.2788, 0.2065, -5.4773)
C (2.5714, -0.1484, -5.0014)
C (3.6831, -0.0751, -5.8254)
C (3.5384, 0.2257, -7.1960)
C (2.2489, 0.4104, -7.7128)
C (1.1349, 0.3505, -6.8865)
Se (-0.0076, 0.5829, -4.2307)
H (-1.2032, -1.2017, -0.9472)
H (2.6921, -0.3769, -3.9461)
H (4.6751, -0.2576, -5.4123)
H (4.4191, 0.2997, -7.8328)
H (2.1249, 0.6011, -8.7840)
H (0.1403, 0.5036, -7.3034)
O (-0.9092, 0.1042, 2.1477)
C (-0.4446, -0.1889, 3.2999)
C (0.9911, -0.5346, 3.5962)
C (1.6613, 0.5482, 4.4581)
C (1.3369, 0.4248, 5.9435)
C (-0.1261, 0.6349, 6.3107)
C (-1.0794, -0.3784, 5.7014)
N (-1.3417, -0.1268, 4.2895)
H (0.9908, -1.5117, 4.1236)
H (1.5093, -0.6762, 2.6300)
H (2.7434, 0.4568, 4.2998)
H (1.3724, 1.5373, 4.0719)
H (1.6656, -0.5624, 6.2912)
H (1.9451, 1.1700, 6.4653)
H (-0.2066, 0.5723, 7.4010)
H (-0.4337, 1.6474, 6.0337)
H (-0.6874, -1.3939, 5.8391)
H (-2.0370, -0.3185, 6.2183)
H (-2.3135, 0.0147, 4.0088)

Cartesian forces (eV/Å) of the 6 atoms listed first:
Ir -0.093 -1.079 1.133
P -1.294 -0.340 2.362
P 0.460 -1.451 0.229
P 0.752 2.019 1.062
H 0.559 0.515 0.584
C -0.085 -0.185 1.773

As for the spin multiplicity: 6. As for the energy relative to the best compared isomer or geometry (same formula, charge and spin): 0.0 kcal/mol. As for the net charge: +4. As for the HOMO energy (spin up / spin down): -18.7 / -20.1 eV. The value obtained for the LUMO energy (spin up / spin down) is -10.855 / -14.418 eV. The value obtained for the total energy is -4563.3756 hartree.